# 1
{"formula": "C30H48Cl2FN2O10PS2SiTc", "method": "ωB97M-V/def2-TZVPD", "charge": 0, "multiplicity": 2, "e_homo_ha": [-0.3088, -0.3160], "energy_ha": -4562.49008, "species": ["Tc", "C", "C", "O", "P", "S", "S", "O", "C", "C", "H", "H", "H", "H", "H", "H", "H", "H", "H", "H", "Cl", "C", "Cl", "H", "H", "F", "C", "C", "N", "C", "C", "O", "O", "C", "O", "N", "C", "O", "H", "H", "H", "H", "C", "C", "C", "C", "O", "Si", "O", "O", "C", "C", "C", "C", "O", "C", "C", "C", "C", "H", "H", "H", "H", "H", "H", "H", "H", "H", "H", "H", "H", "H", "H", "H", "H", "H", "H", "H", "H", "H", "H", "H", "H", "H", "H", "H", "C", "C", "C", "C", "C", "C", "C", "H", "H", "H", "H", "H"], "coordinates": [[0.342, 0.454, 0.131], [-1.692, 6.630, 1.563], [-1.358, 5.306, 2.209], [-1.433, 4.246, 1.232], [-0.117, 3.556, 0.655], [0.295, 2.002, 1.940], [1.250, 4.804, 0.146], [-0.743, 2.646, -0.525], [-0.878, 3.153, -1.885], [-1.891, 4.272, -1.979], [-1.644, 7.425, 2.309], [-2.698, 6.607, 1.143], [-0.979, 6.851, 0.771], [-2.081, 5.042, 2.980], [-0.363, 5.329, 2.657], [-1.174, 2.284, -2.470], [0.107, 3.476, -2.220], [-2.792, 4.025, -1.420], [-2.156, 4.423, -3.025], [-1.483, 5.202, -1.583], [0.056, -0.943, -2.006], [0.954, -2.480, -1.850], [0.300, -3.540, -0.616], [1.986, -2.237, -1.620], [0.856, -2.967, -2.813], [4.127, -2.854, -1.857], [4.475, -1.691, -1.286], [4.095, -0.526, -1.810], [4.404, 0.685, -1.229], [3.827, 1.896, -1.820], [2.330, 1.653, -1.910], [1.789, 1.440, -2.981], [1.798, 1.579, -0.737], [5.086, 0.754, -0.029], [5.298, 1.779, 0.573], [5.523, -0.478, 0.439], [5.297, -1.748, -0.083], [5.750, -2.745, 0.427], [3.512, -0.477, -2.722], [4.239, 2.069, -2.812], [4.043, 2.726, -1.152], [6.058, -0.441, 1.295], [-4.132, -3.098, -1.328], [-3.615, -3.439, 0.065], [-4.757, -3.411, 1.077], [-2.947, -4.805, 0.070], [-2.592, -2.490, 0.399], [-2.686, -1.012, 1.088], [-1.395, -0.176, 0.565], [-2.754, -1.075, 2.715], [-1.907, -1.598, 3.739], [-2.621, -2.785, 4.370], [-0.561, -2.035, 3.176], [-1.716, -0.479, 4.754], [-4.088, -0.343, 0.618], [-4.572, 1.002, 0.624], [-3.937, 1.799, 1.758], [-6.080, 0.914, 0.811], [-4.238, 1.620, -0.726], [-4.870, -3.832, -1.656], [-3.303, -3.091, -2.038], [-4.592, -2.110, -1.321], [-5.492, -4.177, 0.829], [-5.250, -2.438, 1.077], [-4.382, -3.602, 2.083], [-3.657, -5.578, -0.228], [-2.573, -5.042, 1.068], [-2.107, -4.816, -0.626], [-2.767, -3.574, 3.631], [-3.597, -2.480, 4.751], [-2.033, -3.190, 5.195], [-0.692, -2.839, 2.447], [0.088, -2.390, 3.979], [-0.076, -1.197, 2.679], [-2.681, -0.181, 5.168], [-1.264, 0.389, 4.271], [-1.071, -0.806, 5.572], [-4.074, 1.276, 2.705], [-4.396, 2.787, 1.826], [-2.866, 1.930, 1.592], [-6.317, 0.503, 1.794], [-6.512, 0.260, 0.051], [-6.535, 1.901, 0.723], [-3.156, 1.675, -0.849], [-4.652, 2.627, -0.798], [-4.655, 1.010, -1.529], [1.487, -0.555, 0.926], [2.554, -1.012, 1.763], [2.928, -2.353, 1.894], [3.987, -2.684, 2.718], [4.665, -1.695, 3.421], [4.289, -0.363, 3.298], [3.245, -0.010, 2.461], [2.395, -3.116, 1.348], [4.290, -3.718, 2.810], [5.494, -1.964, 4.061], [4.821, 0.408, 3.839], [2.950, 1.024, 2.335]], "mulliken_charge": [-1.5255, -1.0992, -0.4207, -0.0817, 0.5348, -0.4886, -0.3325, 0.5106, -0.5384, -1.1508, 0.4289, 0.2749, 0.2232, 0.3346, 0.3966, 0.3063, 0.3587, 0.1293, 0.4608, 0.3003, 0.0343, 0.4693, -0.1173, -0.8641, 0.6113, -0.4332, 0.2334, 0.0204, 0.0472, -1.1002, 0.6359, -0.6249, -0.2135, 0.3524, -0.6292, 0.0767, 0.1302, -0.6173, 0.5654, 0.3245, 0.4218, 0.3466, -1.6503, 1.7359, -1.2895, -1.6555, 0.3699, -2.6869, 3.1088, 0.2740, 2.2820, -1.9245, -1.3358, -1.7281, -0.8795, 1.8260, -1.3339, -2.0730, -1.3158, 0.4987, 0.2543, 0.1344, 0.5383, 0.0900, 0.1924, 0.4407, 0.2919, 0.2500, 0.2740, 0.4039, 0.4418, 0.1154, 0.7191, -0.2164, 0.4184, 0.1776, 0.4337, 0.2651, 0.5849, -0.0378, 0.3795, 0.3366, 0.4650, -0.1825, 0.5202, 0.3091, -0.0390, 2.5709, -0.1661, -0.7199, -0.5392, -1.0289, -0.2152, 0.3924, 0.4592, 0.3949, 0.4390, 0.3384]}

---

# 2
{"formula": "C30H48Cl2N3O7SiSn", "method": "ωB97M-V/def2-TZVPD", "charge": -1, "multiplicity": 1, "e_homo_ha": -0.0604, "energy_ha": -3287.17456, "species": ["C", "C", "H", "H", "H", "C", "C", "H", "H", "H", "H", "Sn", "Cl", "C", "O", "N", "C", "C", "H", "H", "H", "H", "H", "H", "H", "H", "H", "C", "C", "N", "H", "C", "O", "H", "H", "H", "H", "H", "H", "C", "C", "N", "H", "C", "O", "H", "H", "H", "H", "O", "C", "C", "C", "H", "C", "H", "C", "H", "C", "C", "H", "H", "H", "Si", "Cl", "C", "C", "C", "H", "H", "H", "H", "H", "H", "H", "H", "H", "O", "C", "C", "C", "C", "C", "C", "C", "O", "O", "H", "H", "H", "H", "H"], "coordinates": [[2.266, -2.669, -1.973], [2.173, -1.816, -3.200], [1.686, -3.593, -2.103], [1.816, -2.193, -1.096], [3.324, -2.921, -1.768], [2.612, -2.190, -4.407], [2.932, -3.579, -4.767], [2.830, -1.411, -5.136], [2.248, -4.266, -4.259], [3.944, -3.837, -4.439], [2.878, -3.735, -5.844], [1.274, 0.152, -0.072], [2.757, 1.923, -0.737], [-0.323, 2.857, -0.076], [-0.423, 1.572, -0.062], [-1.403, 3.617, -0.064], [-2.697, 2.941, -0.073], [-1.392, 5.079, 0.102], [0.648, 3.357, -0.126], [-2.696, 2.175, 0.716], [-2.846, 2.444, -1.045], [-3.465, 3.700, 0.116], [-0.786, 5.374, 0.964], [-2.418, 5.423, 0.264], [-0.987, 5.602, -0.776], [-1.988, 1.599, 4.670], [-1.560, 1.560, 7.128], [-1.916, 0.502, 4.659], [-1.443, 0.468, 7.090], [-1.065, 0.042, 5.751], [-1.499, 0.166, 3.705], [-0.220, -1.016, 5.597], [0.147, -1.488, 4.520], [-0.658, 0.145, 7.780], [0.142, -1.420, 6.564], [-2.944, 0.122, 4.766], [-2.396, 0.020, 7.408], [-0.799, -4.964, 3.040], [-0.166, -3.924, -0.543], [-1.621, -4.596, 2.406], [-1.069, -4.247, -0.008], [-1.102, -3.723, 1.357], [-2.347, -4.033, 3.003], [-0.618, -2.497, 1.607], [-0.068, -1.775, 0.730], [-1.940, -3.907, -0.592], [-0.736, -2.149, 2.643], [-2.106, -5.440, 1.905], [-1.105, -5.342, 0.036], [0.912, -0.234, -1.970], [1.820, -0.347, -3.034], [0.711, -0.161, -5.422], [1.368, 0.393, -4.316], [0.495, -1.223, -5.458], [0.308, 0.642, -6.495], [2.742, 0.168, -2.714], [1.728, 1.744, -4.352], [-0.242, 0.227, -7.351], [0.736, 1.971, -6.542], [1.411, 2.533, -5.462], [2.249, 2.182, -3.484], [0.594, 2.560, -7.458], [1.751, 3.561, -5.508], [-2.192, -0.558, -3.355], [-1.164, -2.262, -3.808], [-3.046, -0.217, -4.963], [-1.342, 1.188, -3.285], [-2.578, -0.882, -1.525], [-3.182, 0.861, -5.094], [-4.002, -0.741, -4.792], [-2.437, -0.636, -5.791], [-1.743, -1.433, -1.085], [-3.492, -1.464, -1.391], [-2.649, 0.044, -0.948], [-0.851, 1.483, -4.227], [-0.618, 1.402, -2.480], [-2.170, 1.899, -3.138], [0.475, 2.516, 3.396], [1.303, 1.996, 4.317], [1.199, 2.456, 5.635], [2.013, 1.918, 6.624], [2.899, 0.883, 6.322], [3.035, 0.440, 5.012], [2.254, 0.978, 3.998], [2.261, 0.344, 2.664], [2.999, -0.581, 2.338], [1.298, 0.839, 1.858], [0.658, 1.903, 2.580], [0.457, 3.207, 5.885], [1.881, 2.228, 7.662], [3.504, 0.380, 7.075], [3.770, -0.315, 4.725]], "mulliken_charge": [-1.1635, 0.4005, 0.2343, -0.2807, 0.2422, -0.0893, -1.6516, 0.6160, 0.2930, 0.2846, 0.3893, 0.1033, -0.6289, -0.6798, 0.1414, 0.3563, -0.4451, -0.8780, 0.5842, 0.1533, -0.0284, 0.3874, 0.3099, 0.2968, 0.3247, 0.3210, 0.2943, -0.8374, -1.0236, 0.4950, 0.0092, -0.1745, -0.4330, 0.3397, 0.2420, 0.3889, 0.3108, 0.2795, 0.0649, -0.9936, -0.7854, 0.2597, 0.3210, 0.0838, -0.1973, 0.2329, -0.1773, 0.3902, 0.4786, 0.3094, -0.4188, 0.4109, -0.1672, 0.6086, -1.1151, 0.6330, -0.1238, 0.3901, -0.5046, -0.7499, 0.2873, 0.3381, 0.4206, 0.7304, -0.2912, -1.1604, -0.2534, -0.1956, 0.3016, 0.3630, 0.2543, -0.4597, 0.5635, -0.0900, 0.3087, -0.7895, 0.7017, -0.7920, 0.2159, -0.4721, -0.3350, -0.7146, -0.4857, 0.0226, 0.4893, -0.7067, -0.1119, 0.7457, 0.5004, 0.4081, 0.3571, 0.4159]}

---

# 3
{"formula": "C30H48InP2S", "method": "ωB97M-V/def2-TZVPD", "charge": 1, "multiplicity": 1, "e_homo_ha": [-0.3269, -0.3302], "energy_ha": -2442.48152, "species": ["In", "C", "C", "C", "C", "C", "C", "H", "H", "H", "C", "H", "H", "H", "C", "H", "H", "H", "C", "H", "H", "H", "C", "H", "H", "H", "C", "C", "C", "C", "C", "C", "C", "C", "H", "H", "H", "H", "H", "H", "H", "H", "H", "H", "H", "H", "P", "P", "C", "C", "H", "H", "H", "H", "C", "H", "H", "H", "C", "H", "H", "H", "C", "H", "H", "H", "C", "H", "H", "H", "S", "C", "C", "C", "C", "C", "C", "H", "H", "H", "H", "H"], "coordinates": [[-0.530, 2.888, 0.576], [-2.691, -1.421, 2.479], [-3.452, -1.140, 1.315], [-2.328, -3.122, 0.977], [-1.998, -2.643, 2.272], [-3.240, -2.200, 0.390], [-2.628, -0.606, 3.716], [-3.325, 0.243, 3.684], [-1.614, -0.210, 3.877], [-2.870, -1.223, 4.593], [-1.090, -3.269, 3.253], [-1.429, -3.056, 4.279], [-0.064, -2.882, 3.137], [-1.054, -4.358, 3.115], [-1.820, -4.380, 0.390], [-1.858, -5.204, 1.121], [-0.773, -4.286, 0.062], [-2.427, -4.653, -0.478], [-3.900, -2.382, -0.922], [-4.795, -3.024, -0.830], [-3.223, -2.860, -1.647], [-4.225, -1.416, -1.327], [-4.340, 0.025, 1.098], [-5.330, -0.114, 1.561], [-4.494, 0.197, 0.023], [-3.891, 0.927, 1.532], [2.080, 3.851, 0.049], [0.937, 4.442, 0.851], [0.102, 5.651, 0.410], [-0.779, 5.419, -0.868], [-0.909, 3.938, -1.297], [0.168, 3.269, -1.892], [1.396, 3.982, -2.396], [2.225, 4.608, -1.286], [0.678, 6.577, 0.294], [-0.439, 6.073, -1.680], [-0.588, 5.846, 1.254], [1.926, 5.655, -1.168], [3.032, 3.903, 0.579], [1.116, 4.440, 1.946], [3.284, 4.698, -1.551], [2.049, 3.280, -2.945], [0.124, 2.243, -2.233], [1.094, 4.787, -3.095], [-1.801, 5.728, -0.578], [-1.952, 3.633, -1.408], [2.125, 1.855, -0.090], [0.705, -0.768, -2.014], [3.046, 0.895, -1.425], [2.200, 0.225, -2.540], [3.581, 0.136, -0.843], [3.790, 1.583, -1.851], [1.822, 0.984, -3.235], [2.812, -0.508, -3.080], [0.825, -2.363, -2.888], [-0.185, -2.797, -2.950], [1.471, -3.064, -2.346], [1.228, -2.175, -3.890], [-0.638, -0.020, -3.034], [-0.230, 0.193, -4.032], [-1.069, 0.901, -2.611], [-1.450, -0.757, -3.125], [2.960, 1.574, 1.487], [2.173, 1.530, 2.260], [3.667, 2.383, 1.754], [3.473, 0.601, 1.482], [-1.468, 2.495, 2.437], [-1.828, 1.462, 2.376], [-2.289, 3.222, 2.612], [-0.744, 2.616, 3.258], [1.625, -1.695, 1.321], [2.206, -3.155, 0.731], [1.776, -4.401, 1.284], [1.989, -5.577, 0.586], [2.712, -5.573, -0.614], [3.261, -4.376, -1.100], [3.055, -3.190, -0.412], [1.246, -4.417, 2.239], [1.600, -6.528, 0.980], [2.870, -6.501, -1.163], [3.849, -4.384, -2.017], [3.484, -2.257, -0.776]], "mulliken_charge": [0.8782, 0.5564, 0.7412, 0.5484, 0.6618, 0.1531, -1.8452, 0.4037, 0.3114, 0.4892, -1.0606, 0.4083, -0.0273, 0.3399, -1.2734, 0.3680, 0.0022, 0.4562, -1.5790, 0.2843, 0.3631, 0.3765, -1.4333, 0.2738, 0.3331, 0.2397, -0.2066, -0.6425, -1.4199, -0.7406, 0.1337, 0.2651, -0.7241, -1.1951, 0.4117, 0.3454, 0.4562, 0.2763, 0.9075, 0.6152, 0.5098, 0.1724, -1.0120, 0.5655, 0.3391, 0.7952, 0.5305, 0.7931, -0.9864, -1.3119, 0.3309, 0.6448, 0.4126, 0.6561, -1.0093, 0.3766, 0.0010, 0.4686, -1.3521, 0.4209, 0.3103, 0.4348, -1.1821, 0.3268, 0.3785, 0.4135, -0.9663, -0.2668, 0.4134, 0.4018, -0.0793, 0.6972, -0.7604, -0.4816, -0.5056, -0.3818, -0.3914, 0.4177, 0.3985, 0.3906, 0.3861, 0.2486]}

---

Look up the charge of the second one. -1

---

Among the records above, which one has the highest charge? C30H48InP2S

---

Which of these has the lowest charge? C30H48Cl2N3O7SiSn

---

Which of these has the highest charge? C30H48InP2S